No. 1
Below is a 8-piece molecular cluster, C20H62O26P6 overall, with properties calculated with ωB97M-V/def2-TZVPD.

Summary:
relative energy (zero: lowest compared OMol25 entry of this formula, charge and spin): 256.4 kJ/mol
gap between HOMO and LUMO: 0.370 hartree
electronic energy: -130724.8767 eV
2S+1: 1

Structure (XYZ):
```
114
Properties=species:S:1:pos:R:3:forces:R:3:mulliken_charge:R:1
C 14.093491 16.465542 -7.385201 1.01 0.57 0.44 -0.374
O 13.557028 16.570279 -8.696779 0.21 -0.13 0.45 -0.469
H 13.533860 17.009840 -6.620908 -0.47 -0.19 -0.15 0.337
H 14.271733 15.443152 -7.056542 -0.51 -0.21 -0.31 0.283
H 15.089886 16.924250 -7.338603 0.04 -0.01 -0.15 -0.071
H 13.977987 17.350856 -9.066475 -0.25 -0.04 -0.27 0.312
C 18.562284 18.081614 -6.044310 -1.35 0.32 1.39 -0.181
O 17.963958 19.075436 -5.188688 0.51 1.22 -0.59 -0.594
H 19.114621 17.460441 -5.339453 0.21 -0.71 -0.79 0.355
H 17.710107 17.621814 -6.550021 0.48 -0.74 -0.17 -0.033
H 19.210863 18.531930 -6.788107 0.05 0.28 0.23 0.165
H 17.404625 18.690755 -4.514166 0.03 -0.43 -0.09 0.315
C 21.162995 5.553489 -12.821581 0.69 -0.72 0.99 -0.742
O 20.511073 6.812975 -12.778541 0.00 0.55 -0.56 -0.290
P 21.289147 8.080574 -12.193650 -1.26 -0.28 1.34 0.953
O 22.649515 8.256055 -12.647669 0.71 0.22 -0.32 -0.719
O 20.317908 9.301519 -12.523200 0.08 -0.26 -0.22 -0.222
C 18.941400 9.229691 -12.132517 -0.48 -0.95 -0.16 -0.596
O 21.116746 7.808134 -10.603684 -0.53 -0.33 -1.05 -0.360
C 20.965714 8.848964 -9.658622 1.74 1.31 0.44 -0.426
H 21.060220 4.992252 -13.748993 -0.47 0.55 -0.24 0.243
H 20.754436 4.952719 -12.004644 0.03 -0.07 -0.12 0.262
H 22.236800 5.655505 -12.644677 -0.06 0.13 -0.03 0.329
H 18.701593 8.200222 -11.854694 0.08 0.17 0.63 0.380
H 18.240919 9.372610 -12.957355 0.55 0.60 -0.33 0.287
H 18.745297 9.946985 -11.342599 -0.01 -0.02 0.08 0.119
H 21.672262 9.654694 -9.901620 -0.30 0.18 -0.24 0.192
H 21.362529 8.550046 -8.690385 -0.54 -0.60 0.00 0.346
H 19.974041 9.286550 -9.551991 -0.18 -0.45 -0.20 0.209
C 21.180355 20.020709 -5.679756 0.41 0.35 1.21 -0.866
O 21.740669 18.836527 -6.250924 0.03 -0.23 -0.49 0.088
P 23.257121 18.879523 -6.785948 0.14 1.08 -0.12 0.361
O 23.751746 20.220674 -7.167927 -0.41 -0.75 0.71 -0.739
O 24.073821 18.121486 -5.627436 -0.77 0.10 -1.21 -0.227
C 24.634522 18.891622 -4.554739 0.50 1.00 -0.75 -0.847
O 23.231097 17.877453 -8.014139 -0.14 0.17 1.27 0.004
C 22.414433 18.181742 -9.156836 0.27 -0.50 -0.74 -0.493
H 20.431134 19.789867 -4.920376 -0.18 -0.55 -0.44 0.291
H 20.733502 20.675530 -6.424563 0.28 0.02 -0.07 0.316
H 21.964554 20.500226 -5.085489 -0.09 0.53 -0.48 0.374
H 25.600843 18.427383 -4.387514 -0.19 -0.08 0.77 0.266
H 23.952622 19.023730 -3.716664 0.08 -0.81 0.19 0.283
H 24.840173 19.921225 -4.869133 0.04 -0.16 -0.34 0.383
H 21.886824 17.261496 -9.400370 -0.23 0.19 -0.03 0.103
H 23.078811 18.394958 -9.992338 0.05 0.16 0.08 0.272
H 21.717132 19.007716 -9.042506 0.07 0.02 0.41 0.307
C 19.056886 11.596891 -7.209032 0.18 0.54 0.92 -0.670
O 20.486317 11.437085 -7.233755 0.55 -0.26 0.61 0.712
P 21.149580 10.480760 -6.126386 -0.76 0.48 -0.95 0.354
O 20.865316 9.058358 -6.357050 0.58 0.46 0.44 -0.772
O 22.669585 10.920752 -6.137149 -0.19 -0.77 -0.34 -0.295
C 23.119788 12.145776 -5.615566 0.24 1.37 0.64 -0.667
O 20.580008 11.077984 -4.754487 -0.26 -0.04 -0.11 -0.292
C 20.795357 10.299592 -3.573141 0.59 -0.41 0.08 -0.745
H 18.858352 12.570295 -6.752555 -0.06 -0.02 -0.08 0.104
H 18.635697 10.845812 -6.540931 -0.36 -0.16 -0.44 0.621
H 18.643906 11.619605 -8.212502 0.19 -0.42 -0.05 0.020
H 23.970208 12.533794 -6.172349 0.01 -0.42 -0.34 0.257
H 23.445312 12.063108 -4.575631 -0.05 -0.40 -0.02 0.315
H 22.373333 12.944815 -5.614425 -0.28 -0.28 -0.25 0.272
H 21.835643 10.419668 -3.256686 -0.08 0.05 0.10 0.261
H 20.640677 9.239027 -3.777045 -0.17 0.06 -0.02 0.325
H 20.138133 10.627560 -2.773331 -0.13 0.19 -0.20 0.234
C 24.678685 14.034248 -12.895099 -0.11 -0.54 -1.84 -0.851
O 24.867886 14.521306 -11.585289 -0.31 -0.37 1.28 -0.268
P 24.781178 13.421181 -10.385883 0.13 -0.14 0.44 1.065
O 23.675594 12.450702 -10.407544 0.60 0.79 -0.37 -0.349
O 24.871066 14.299466 -9.045810 0.28 -0.42 -0.87 -0.563
C 23.733590 15.037986 -8.646782 -0.77 1.20 -0.19 -0.306
O 26.208068 12.726690 -10.396533 -0.13 -0.22 -0.17 -0.390
C 27.390520 13.489779 -10.537799 0.34 1.86 -0.50 -0.750
H 23.837377 14.480378 -13.434111 -0.39 0.04 0.78 0.290
H 24.565025 12.948945 -12.923627 -0.11 0.04 0.10 0.364
H 25.493143 14.280393 -13.586764 0.49 0.06 0.72 0.314
H 24.021140 16.042105 -8.327150 0.40 -0.54 -0.04 0.387
H 23.156067 14.597270 -7.834866 0.32 -0.58 -0.03 0.071
H 23.044710 15.202402 -9.483409 0.00 -0.25 -0.02 0.249
H 27.365515 14.170496 -11.399174 -0.40 -0.41 -0.27 0.259
H 28.287869 12.900814 -10.690668 -0.28 -0.57 0.46 0.296
H 27.494613 14.220719 -9.731995 0.17 -0.54 0.47 0.273
C 15.273207 14.438702 -16.753718 0.24 0.12 -0.89 -0.711
O 15.144947 14.312841 -15.344254 -0.22 0.72 0.23 -0.371
P 16.260652 14.986495 -14.429830 0.86 -0.76 0.07 0.967
O 17.579863 14.324312 -14.523107 -0.83 0.52 0.23 -0.624
O 16.254151 16.509462 -14.863282 -0.48 -0.06 0.44 -0.354
C 17.217608 17.438272 -14.295557 -0.19 -1.01 -0.11 -0.613
O 15.559457 14.982173 -12.999913 0.35 0.30 -0.27 -0.096
C 15.178866 13.762931 -12.362314 -0.69 0.09 0.63 -0.494
H 14.805119 13.574021 -17.219414 0.25 -0.15 0.13 0.252
H 16.323055 14.539261 -17.039207 -0.01 -0.41 -0.01 0.332
H 14.781501 15.316190 -17.184499 -0.21 0.12 0.62 0.253
H 17.430925 18.108099 -15.121244 0.36 0.19 0.28 0.246
H 18.063648 16.839421 -13.953658 0.32 0.39 -0.25 0.342
H 16.800966 17.946152 -13.427276 -0.24 0.10 -0.19 0.212
H 14.341904 13.996533 -11.700715 -0.23 0.16 -0.36 0.278
H 15.913062 13.383020 -11.651118 0.58 -0.08 -0.64 0.073
H 14.848584 13.049230 -13.112148 0.19 -0.28 0.16 0.337
C 16.961981 15.235089 -9.425779 -1.21 -0.03 -0.54 -0.531
O 17.847595 14.147425 -9.208891 1.24 0.10 0.42 -0.379
P 19.383780 14.252902 -9.687499 -0.42 -0.20 -1.66 0.464
O 19.616627 15.327287 -10.671969 0.01 -0.05 0.57 -0.943
O 19.612433 12.772423 -10.261173 -0.20 1.51 1.62 0.252
C 20.655646 12.539019 -11.241041 -0.70 -0.37 -0.36 -0.402
O 20.234652 14.389574 -8.363015 0.22 -0.83 -0.46 0.473
C 20.460608 15.623974 -7.691071 -1.18 -0.63 1.23 -0.542
H 17.105865 16.184823 -8.902877 0.82 -0.29 0.33 0.031
H 16.001057 14.857759 -9.076575 -0.11 0.10 -0.22 0.341
H 16.909765 15.474462 -10.488546 -0.04 -0.07 0.00 0.258
H 21.074983 11.573241 -10.977408 0.24 0.14 -0.16 -0.004
H 21.415077 13.313936 -11.277334 -0.06 -0.01 0.20 0.240
H 20.100755 12.486238 -12.179991 0.47 -0.04 -0.15 0.276
H 20.253246 15.379558 -6.642486 0.50 0.10 0.05 0.274
H 19.661617 16.336521 -7.903090 0.56 0.38 -0.60 0.211
H 21.492453 15.943377 -7.795401 -0.27 0.31 -0.21 -0.061
```
Forces are in eV/Å.

---

No. 2
Below is C16H17ClF10N3OSSbTi as an isolated structure, with properties calculated with ωB97M-V/def2-TZVPD.

Summary:
net charge: -2
relative energy (zero: lowest compared OMol25 entry of this formula, charge and spin): 0.0 kJ/mol
gap between HOMO and LUMO: 0.255 hartree
electronic energy: -103579.3815 eV
2S+1: 1

Structure (XYZ):
```
51
Properties=species:S:1:pos:R:3:forces:R:3:nbo_charge:R:1
Ti -0.198773 0.487900 -0.508210 0.16 0.40 -0.19 1.875
C 1.615768 2.991020 0.023373 0.01 0.00 0.03 -0.412
N 1.445521 1.735564 0.755669 0.06 0.00 -0.15 -0.461
C 2.713103 0.997193 0.784649 -0.01 0.00 -0.01 -0.441
C 0.926490 1.944106 2.115310 -0.01 0.03 0.00 -0.215
C -0.089698 0.853235 2.401123 0.00 -0.11 -0.01 -0.241
N -1.042678 0.917283 1.289847 0.20 0.02 0.07 -0.758
C -2.377424 0.927009 1.609869 -0.04 -0.17 0.00 0.099
C -3.270193 1.870467 1.077798 0.00 -0.01 0.00 0.308
F -2.815052 2.855964 0.303515 0.03 0.03 -0.03 -0.289
C -4.619020 1.837757 1.366671 0.00 -0.02 0.03 0.338
F -5.423182 2.776652 0.824918 0.00 0.01 0.00 -0.324
C -5.166455 0.896440 2.214688 -0.02 0.02 -0.02 -0.378
C -4.301910 -0.025127 2.767971 -0.01 0.02 -0.01 0.315
F -4.788708 -0.974446 3.598058 0.00 -0.01 0.01 -0.327
C -2.954559 -0.018082 2.475549 0.02 0.00 0.00 0.315
F -2.178547 -0.975686 3.009444 0.00 0.00 0.00 -0.312
H 2.366735 3.631634 0.510059 0.00 0.00 0.00 0.158
H 1.936649 2.765320 -0.992680 0.01 0.00 0.00 0.232
H 0.662663 3.514402 -0.029368 0.00 0.00 0.00 0.221
H 2.599373 0.088568 1.375145 0.00 0.03 0.00 0.249
H 2.991189 0.727366 -0.232570 0.00 0.00 -0.01 0.231
H 3.504366 1.619613 1.228662 0.00 0.00 0.01 0.156
H 0.423168 2.912557 2.150605 0.00 0.00 -0.01 0.192
H 1.747387 1.949298 2.843391 0.00 0.00 0.01 0.182
H 0.411553 -0.118731 2.449203 -0.01 -0.01 0.04 0.242
H -0.576334 1.030431 3.365415 -0.02 0.03 -0.01 0.181
H -6.224953 0.879045 2.426616 0.00 0.00 0.01 0.229
O 0.608280 -1.206865 0.311750 -0.35 0.34 -0.12 -0.620
N 1.519632 -2.054991 -0.167212 0.20 -0.06 0.02 -0.013
C 1.506763 -2.337237 -1.488937 -0.01 -0.02 -0.04 0.057
C 2.421707 -3.188827 -2.042851 -0.06 0.03 -0.09 -0.284
C 3.371295 -3.775531 -1.207820 0.03 0.02 0.12 -0.177
C 3.350393 -3.501360 0.136187 0.06 -0.09 -0.12 -0.282
C 2.403962 -2.630916 0.718274 -0.13 0.15 0.18 0.060
S 2.351470 -2.313621 2.391508 0.02 -0.06 -0.08 -0.400
H 0.744044 -1.862677 -2.089058 0.02 -0.01 0.00 0.282
H 2.378570 -3.353056 -3.109314 -0.01 0.00 0.00 0.242
H 4.122052 -4.445365 -1.610712 0.00 0.00 0.00 0.199
H 4.064024 -3.945256 0.814611 -0.01 0.00 0.01 0.219
F -0.851213 1.924928 -1.395616 0.07 -0.27 0.20 -0.601
Sb 0.155602 -0.011785 -4.830823 0.02 0.02 -0.01 2.106
F 1.210552 0.425491 -1.718851 -0.23 -0.11 0.27 -0.647
F -0.302058 -1.762276 -3.837691 0.03 -0.01 -0.01 -0.792
F 1.925791 -0.775094 -4.877893 0.02 -0.03 0.00 -0.730
F -0.510713 -0.941323 -6.391279 0.00 -0.02 0.00 -0.736
F 0.901806 1.322924 -6.166175 0.01 -0.02 -0.02 -0.792
Cl -3.296876 -0.080363 -1.758273 -0.06 0.13 0.02 -0.109
C -1.813735 -0.779591 -1.022586 -0.03 -0.20 -0.05 -0.802
H -1.445728 -1.510026 -1.745697 0.02 0.02 -0.02 0.246
H -2.132102 -1.293932 -0.116261 0.04 -0.07 -0.02 0.209
```
Forces are in eV/Å.